No. 1
The molecule C7H11N, computed with ωB97M-V/def2-TZVPD.

* highest occupied orbital energy: -9.39 eV
* calculated total energy: -327.88931 Ha
* energy relative to the best compared isomer or geometry (same formula, charge and spin): 5.4060 eV
* gap between HOMO and LUMO: 9.999 eV
* structure (SMILES): [H]/N=C(\C#CC)C(C)C

ORCA input file:
```
! RIJCOSX wB97M-V def2-TZVPD def2/J DEFGRID3
* xyz 0 1
H -0.5217 -0.2760 2.4504
N 0.2332 -0.5449 1.8112
C 0.1565 -0.0942 0.6375
C -1.1921 0.5209 0.0174
C -2.2471 0.4693 -0.5624
C -3.6492 0.8388 -0.5220
C 1.3183 -0.7566 -0.1798
C 2.3628 -0.5131 0.9041
C 1.5418 0.0382 -1.4594
H -3.6429 1.7208 0.0787
H -4.0776 0.7259 -1.5399
H -4.0310 0.1732 0.1652
H 0.9512 -1.8385 -0.3220
H 3.2068 -0.7644 0.4492
H 2.3206 -1.2649 1.7860
H 2.3638 0.4932 1.3537
H 2.1748 0.8029 -0.9262
H 0.7010 0.7016 -1.7835
H 2.0309 -0.4321 -2.3582
*
```

Per-atom Mulliken charges, elementary charge units: H 0.234; N -0.448; C 0.171; C -0.522; C 0.370; C -1.148; C 0.699; C -1.534; C -1.189; H 0.339; H 0.298; H 0.322; H 0.287; H 0.558; H 0.287; H 0.374; H 0.337; H 0.290; H 0.274

***

No. 2
A structure of composition C26H69FeN6O8, computed with ωB97M-V/def2-TZVPD.

* highest occupied orbital energy (spin up / spin down): -10.60 / -10.60 eV
* calculated total energy: -3225.78372 Ha
* energy relative to the best compared isomer or geometry (same formula, charge and spin): 1.3080 eV
* gap between HOMO and LUMO (spin up / spin down): 7.496 / 6.930 eV

ORCA input file:
```
! RIJCOSX wB97M-V def2-TZVPD def2/J DEFGRID3
* xyz 1 5
Fe 1.5406 2.0526 1.9073
C -0.1508 -0.7592 -0.7671
C 0.5133 0.1807 0.3021
O 1.6617 0.6188 0.0967
O -0.0914 0.5852 1.2994
H 0.4224 -1.5938 -1.1709
H -0.4823 -0.1409 -1.6013
H -1.1337 -1.1440 -0.4953
C -4.0971 -0.2646 1.5683
C -4.3670 1.2128 1.5107
C -5.5015 1.7550 2.4271
O -6.6849 1.2657 1.6979
C -7.8444 1.7069 2.2285
N -3.1214 1.7518 2.0906
H -3.7721 -0.6260 2.5439
H -3.2115 -0.5594 1.0053
H -4.8074 -0.9717 1.1398
H -4.5002 1.5936 0.4981
H -5.6238 2.8369 2.3746
H -5.3706 1.2858 3.4022
H -7.9178 2.6973 1.7792
H -7.9125 1.7353 3.3160
H -8.5691 1.0657 1.7267
H -2.4174 1.1425 1.6990
H -3.0592 1.7427 3.0986
C 0.6068 -7.2348 0.9120
C -0.3438 -6.4323 -0.0446
C -0.4210 -4.9462 0.2820
O 0.8453 -4.4125 0.5538
C 0.9603 -3.2981 1.5009
N 0.3115 -6.5854 -1.3294
H 1.5363 -6.6929 1.0871
H 0.8452 -8.2764 0.6968
H 0.3175 -7.1299 1.9577
H -1.3682 -6.7930 -0.1377
H -1.1624 -4.8734 1.0777
H -0.8485 -4.4166 -0.5694
H 1.9333 -2.8414 1.3200
H 1.0336 -3.7659 2.4827
H 0.1424 -2.5776 1.5056
H 1.2199 -6.1680 -1.1861
H 0.4995 -7.5773 -1.3598
C -3.0611 0.8913 -2.4167
C -3.7241 -0.4396 -2.8026
C -5.1404 -0.5200 -2.3036
O -5.7220 -1.7749 -2.5743
C -6.8229 -2.0984 -1.7893
N -3.6433 -0.4122 -4.2782
H -2.9024 1.0129 -1.3452
H -3.6363 1.7594 -2.7387
H -2.0973 0.9477 -2.9226
H -3.0722 -1.2498 -2.4758
H -5.7123 0.2641 -2.7998
H -5.1670 -0.4280 -1.2178
H -7.5685 -1.3198 -1.9502
H -6.5645 -2.2109 -0.7364
H -7.1091 -3.0751 -2.1793
H -4.2216 0.3082 -4.6866
H -4.3410 -1.1249 -4.4378
C 4.0734 4.3880 -0.7981
C 3.1027 4.0093 0.3867
C 1.7060 3.9353 -0.3745
O 0.6282 3.2925 0.4091
C -0.6027 3.7782 0.1288
N 3.5769 2.7461 0.9505
H 5.0516 4.4583 -0.3225
H 3.7994 5.3072 -1.3158
H 4.1526 3.5708 -1.5150
H 2.9869 4.7043 1.2184
H 1.7745 3.4412 -1.3437
H 1.4252 4.9350 -0.7057
H -1.3829 3.3985 0.7885
H -1.0569 3.4528 -0.8071
H -0.5244 4.8479 0.3230
H 3.6622 2.0648 0.2097
H 4.5499 2.8300 1.2081
C 2.2210 0.0921 -3.6443
C 3.6062 0.6934 -3.3242
C 3.6736 2.1504 -3.8180
O 3.4420 2.1966 -5.2288
C 3.4578 3.5663 -5.7337
N 3.8184 0.5760 -1.8837
H 2.3029 -0.9929 -3.5803
H 2.0525 0.3514 -4.6895
H 1.3316 0.4532 -3.1280
H 4.3893 0.1955 -3.8959
H 4.6965 2.5123 -3.7144
H 2.9499 2.8108 -3.3402
H 4.2318 4.1180 -5.2002
H 2.5141 4.0848 -5.5642
H 3.6216 3.6011 -6.8108
H 4.5213 -0.0609 -1.5367
H 3.0404 0.4249 -1.2577
C 4.0159 1.6649 4.7708
C 4.0096 0.5499 3.6524
C 4.3494 -0.8156 4.3258
O 4.3671 -1.6760 3.2592
C 4.6425 -3.0772 3.6905
N 2.6233 0.6724 3.1454
H 3.4048 1.3381 5.6122
H 3.4149 2.5482 4.5552
H 5.0165 1.9135 5.1245
H 4.6574 0.9326 2.8637
H 3.6225 -1.1654 5.0588
H 5.3038 -0.6088 4.8101
H 4.2129 -3.2343 4.6799
H 5.7157 -3.2258 3.8099
H 4.2308 -3.8549 3.0473
H 2.3470 -0.1843 2.6873
H 2.1687 0.6120 4.0453
*
```

These are the Mulliken partial charges, in e, on atoms 1 to 99: Fe 0.682; C -0.882; C 1.010; O -0.283; O -0.881; H 0.469; H -0.127; H 0.124; C -1.212; C 0.986; C -1.035; O -0.219; C -0.871; N -0.550; H 0.385; H 0.143; H 0.286; H 0.093; H 0.413; H 0.414; H 0.362; H 0.299; H 0.212; H 0.051; H 0.274; C -1.269; C 0.190; C -0.634; O -0.369; C -0.696; N -0.785; H 0.300; H 0.382; H 0.352; H 0.360; H 0.409; H 0.299; H 0.147; H 0.471; H 0.245; H 0.315; H 0.276; C -1.305; C 0.655; C 0.049; O -0.384; C -0.706; N -0.820; H 0.031; H 0.563; H 0.366; H 0.140; H 0.237; H -0.256; H 0.322; H 0.242; H 0.274; H 0.281; H 0.321; C -1.536; C 0.076; C -0.809; O -0.099; C -0.911; N -0.351; H 0.467; H 0.425; H 0.401; H 0.443; H 0.217; H 0.670; H 0.199; H 0.308; H 0.417; H 0.071; H 0.340; C -1.493; C 0.387; C -0.604; O -0.428; C -0.753; N -0.377; H 0.367; H 0.501; H 0.212; H 0.399; H 0.490; H 0.210; H 0.318; H 0.268; H 0.287; H 0.243; H 0.045; C -1.481; C 0.107; C -0.697; O -0.259; C -0.817; N -0.010

***

No. 3
A structure of composition C27H20BrClIN2O3Sn, computed with ωB97M-V/def2-TZVPD.

* highest occupied orbital energy: -10.82 eV
* calculated total energy: -4922.04557 Ha
* energy relative to the best compared isomer or geometry (same formula, charge and spin): 1.5516 eV
* gap between HOMO and LUMO: 7.319 eV

ORCA input file:
```
! RIJCOSX wB97M-V def2-TZVPD def2/J DEFGRID3
* xyz 1 1
Sn 0.7824 -1.3132 -1.1404
O 2.1219 3.6953 0.6537
C 3.2295 2.9390 0.9061
C 4.3265 3.5967 1.4468
C 5.4813 2.8937 1.7390
C 5.5589 1.5291 1.4841
C 4.4668 0.8738 0.9445
C 3.2941 1.5667 0.6593
C 2.0947 0.8473 0.0994
O 2.3977 -0.4218 -0.3770
N 1.0687 0.7840 1.1556
N 0.1262 -0.1744 0.9500
C -0.6604 -0.5108 1.8961
C -1.7691 -1.4490 1.7980
Br -2.0282 -2.2846 0.1062
C -2.5392 -1.7046 2.8586
C -3.6822 -2.5880 3.0833
C -3.9007 -2.9961 4.4038
C -4.9383 -3.8541 4.7204
C -5.7996 -4.2918 3.7237
C -5.6202 -3.8619 2.4163
C -4.5700 -3.0200 2.0933
H 1.4303 3.1741 0.2327
H 4.2504 4.6622 1.6212
H 6.3237 3.4151 2.1741
H 6.4675 0.9838 1.7010
H 4.5051 -0.1840 0.7219
H 1.6646 1.4557 -0.7112
H 1.4323 0.8500 2.1003
H -0.5559 -0.0302 2.8688
H -2.2219 -1.1764 3.7555
H -3.2344 -2.6464 5.1840
H -5.0781 -4.1782 5.7429
H -6.6159 -4.9579 3.9692
H -6.3082 -4.1798 1.6443
H -4.4703 -2.6656 1.0789
I 2.2714 -1.4884 -3.7405
C 1.3243 0.3086 -4.2668
C 1.7238 0.8652 -5.4443
C 1.1363 2.0684 -5.8798
C 0.1826 2.6664 -5.1161
C -0.2397 2.0976 -3.8898
C -1.2247 2.7524 -3.1143
C -1.6769 2.2167 -1.9494
C -1.1454 0.9906 -1.4954
C -0.1601 0.3494 -2.1965
C 0.3276 0.8686 -3.4300
H 2.4921 0.3933 -6.0408
H 1.4531 2.5045 -6.8174
H -0.2723 3.5958 -5.4355
H -1.6238 3.6913 -3.4784
H -2.4391 2.7136 -1.3641
H -1.5306 0.5737 -0.5778
Cl 0.1992 -4.2858 -2.4197
O 1.2922 -4.1039 -0.0480
C 0.8798 -3.5556 -1.0000
*
```

Per-atom Mulliken charges, elementary charge units: Sn 1.148; O -0.662; C 0.592; C -0.644; C -0.391; C -0.789; C -0.520; C 0.330; C 0.112; O -0.606; N -0.069; N -0.086; C -0.401; C 0.450; Br -0.065; C -0.558; C 0.901; C -0.486; C -0.629; C -0.407; C -0.727; C -0.482; H 0.291; H 0.447; H 0.395; H 0.417; H 0.427; H 0.230; H 0.414; H 0.380; H 0.292; H 0.326; H 0.388; H 0.389; H 0.394; H 0.403; I 0.063; C 0.421; C -0.560; C -0.696; C -0.898; C 0.927; C -0.810; C -1.235; C 0.005; C 0.323; C 0.039; H 0.406; H 0.405; H 0.409; H 0.412; H 0.456; H 0.211; Cl -0.086; O -0.374; C 0.377

***

No. 4
A structure of composition C39H45AgN5O4Se, computed with ωB97M-V/def2-TZVPD.

* highest occupied orbital energy: -3.71 eV
* calculated total energy: -4636.34052 Ha
* gap between HOMO and LUMO: 5.824 eV

ORCA input file:
```
! RIJCOSX wB97M-V def2-TZVPD def2/J DEFGRID3
* xyz -1 1
Ag 1.8163 -0.7167 -0.2168
C -0.1426 -1.8795 -4.1207
O -1.2966 -2.5733 -3.6245
C -1.3859 -3.0437 -2.3335
C -2.5303 -3.7592 -2.0734
C -2.7945 -4.2846 -0.7968
C -1.8699 -4.0685 0.2013
C -0.6787 -3.3548 -0.0279
C 0.1727 -3.1428 1.1559
N 1.2530 -2.4816 1.2098
N 1.8783 -2.4530 2.4547
C 2.4846 -1.3155 2.6819
O 2.4207 -0.2240 2.0026
C 3.3485 -1.2930 3.9196
C 4.4095 -0.3960 3.9916
C 5.2235 -0.3504 5.1207
C 4.9727 -1.1938 6.1976
C 3.9094 -2.0872 6.1318
C 3.1066 -2.1408 4.9965
C -0.3770 -2.8203 -1.3264
O 0.6982 -2.1883 -1.5997
H -0.3768 -1.6663 -5.1634
H 0.7551 -2.4891 -4.0599
H 0.0468 -0.9498 -3.5907
H -3.2261 -3.9096 -2.8949
H -3.7041 -4.8431 -0.6102
H -2.0536 -4.4508 1.2032
H -0.2060 -3.5628 2.0943
H 4.5773 0.2634 3.1483
H 6.0528 0.3455 5.1604
H 5.6022 -1.1564 7.0797
H 3.7051 -2.7447 6.9688
H 2.2805 -2.8392 4.9270
C -2.2646 4.8838 -1.1905
C -1.0824 5.3856 -0.3473
C -1.0167 4.8066 1.0732
C -0.5610 3.3529 1.1635
N -1.5488 2.4083 0.6440
C -1.3719 1.5901 -0.4330
Se 0.0650 1.5526 -1.5729
N -2.4765 0.7826 -0.4813
C -2.6960 -0.3210 -1.4267
C -3.9023 -0.0992 -2.3352
C -3.8314 1.1460 -3.2172
C -2.7884 1.0412 -4.3301
C -3.3312 1.0732 0.5806
C -4.5326 0.5092 0.9745
C -5.1264 1.0113 2.1289
C -4.5192 2.0298 2.8671
C -3.3058 2.5837 2.4645
C -2.7371 2.0926 1.3010
H -2.4100 5.5148 -2.0737
H -3.1955 4.8945 -0.6103
H -2.0935 3.8644 -1.5481
H -1.1429 6.4749 -0.2639
H -0.1479 5.1501 -0.8686
H -1.9962 4.9240 1.5513
H -0.3002 5.3876 1.6618
H -0.3486 3.0625 2.1918
H 0.3457 3.2033 0.5874
H -2.8263 -1.2401 -0.8525
H -1.7813 -0.4280 -2.0004
H -4.8065 -0.0466 -1.7217
H -3.9879 -0.9909 -2.9660
H -3.6222 2.0244 -2.5937
H -4.8177 1.3049 -3.6619
H -1.7751 1.0291 -3.9212
H -2.8582 1.8977 -5.0109
H -2.9348 0.1234 -4.9147
H -4.9779 -0.3130 0.4260
H -6.0661 0.5902 2.4700
H -4.9916 2.3853 3.7765
H -2.8099 3.3456 3.0566
N 3.1750 0.3346 -1.5484
C 4.0397 -0.1319 -2.1227
C 5.1525 -0.6989 -2.8810
C 6.4349 -0.2037 -2.7033
C 7.4649 -0.6549 -3.5182
C 7.2125 -1.6061 -4.4967
C 5.9342 -2.1235 -4.6486
C 4.8998 -1.6722 -3.8377
H 6.6165 0.5366 -1.9345
H 8.4621 -0.2506 -3.3952
H 8.0134 -1.9429 -5.1444
H 5.7346 -2.8752 -5.4032
H 3.8935 -2.0661 -3.9382
C -1.7696 -0.5695 2.7477
C -0.6059 0.1270 3.4263
O 0.0161 1.0801 2.5659
H -2.1308 -1.4091 3.3584
H -1.4580 -0.9605 1.7760
H -2.6005 0.1277 2.5960
H 0.1262 -0.6105 3.7661
H -0.9717 0.6598 4.3072
H 0.8606 0.6927 2.2449
*
```

Per-atom Mulliken charges, elementary charge units: Ag 1.230; C -0.535; O -0.494; C -0.246; C -0.332; C -0.822; C -0.673; C 1.077; C -0.786; N 0.194; N -0.910; C 0.454; O -1.110; C 0.401; C -0.308; C -0.517; C -0.346; C -0.662; C -0.282; C 1.112; O -1.123; H 0.263; H 0.315; H 0.037; H 0.375; H 0.375; H 0.290; H 0.326; H 0.398; H 0.371; H 0.363; H 0.358; H 0.432; C -0.688; C -0.595; C -0.769; C -1.431; N 2.755; C -1.653; Se -0.209; N 1.705; C -0.595; C -0.789; C -0.254; C -1.030; C 0.534; C -0.700; C -1.023; C -0.930; C -1.107; C 0.419; H 0.479; H 0.216; H -0.080; H 0.357; H 0.268; H 0.262; H 0.473; H 0.385; H 0.515; H -0.050; H -0.289; H 0.344; H 0.474; H 0.004; H 0.450; H 0.092; H 0.411; H 0.302; H 0.397; H 0.367; H 0.396; H 0.447; N -0.745; C 0.266; C 0.416; C -0.395; C -0.498; C -0.348; C -0.536; C -0.327; H 0.449; H 0.367; H 0.367; H 0.385; H 0.584; C 0.175; C -0.505; O -0.424; H 0.597; H -0.515; H -0.122; H 0.079; H 0.345; H 0.294

***

No. 5
A cluster of 2 separate species, CH4FNP2 in total, computed with ωB97M-V/def2-TZVPD.

* highest occupied orbital energy (spin up / spin down): -7.85 / -9.02 eV
* calculated total energy: -877.70529 Ha
* energy relative to the best compared isomer or geometry (same formula, charge and spin): 3.4248 eV
* gap between HOMO and LUMO (spin up / spin down): 6.490 / 8.227 eV

ORCA input file:
```
! RIJCOSX wB97M-V def2-TZVPD def2/J DEFGRID3
* xyz 0 1
C 0.5446 0.7462 0.9053
N -0.5058 -1.6061 -1.2629
F -1.0742 -1.0595 1.8859
P -0.1079 -0.3619 -2.0173
P 0.4447 -1.0210 1.2862
H -0.3711 1.1877 0.6230
H 1.0584 0.9088 0.0268
H 1.0180 1.2988 1.6671
H -1.0067 -0.0929 -3.1140
*
```

Per-atom Mulliken charges, elementary charge units: C -1.176; N -0.350; F -0.257; P 0.109; P 0.412; H 0.410; H 0.413; H 0.364; H 0.076